[1]
Here is one molecule with the formula C14H23NO5 from the OMol25 dataset. Energies are from ωB97M-V/def2-TZVPD.

CARTESIAN COORDINATES (ANGSTROEM)
O 3.927 -1.345 -1.089
C 3.247 -1.884 -0.257
O 3.536 -3.098 0.233
C 2.013 -1.299 0.374
C 1.055 -0.722 -0.703
C 0.064 0.262 -0.069
O -1.120 0.253 -0.269
O 0.711 1.134 0.699
C -0.003 2.196 1.364
C -0.658 3.158 0.376
C -1.278 4.327 1.138
C -2.301 3.821 2.151
C -1.649 2.841 3.123
C -1.031 1.670 2.364
N 0.342 -1.684 -1.500
C -0.478 -2.645 -0.785
C -1.408 -3.310 -1.801
O -0.675 -3.962 -2.813
C 0.166 -3.050 -3.478
C 1.130 -2.368 -2.503
H 4.347 -3.446 -0.170
H 1.518 -2.052 0.985
H 2.332 -0.471 1.009
H 1.673 -0.123 -1.387
H 0.798 2.716 1.904
H 0.091 3.517 -0.332
H -1.432 2.628 -0.180
H -1.757 5.007 0.431
H -0.493 4.881 1.658
H -2.726 4.662 2.701
H -3.113 3.317 1.622
H -2.392 2.465 3.828
H -0.874 3.357 3.694
H -0.545 0.979 3.057
H -1.809 1.129 1.826
H -1.073 -2.126 -0.035
H 0.132 -3.427 -0.302
H -2.019 -4.078 -1.324
H -2.057 -2.541 -2.242
H 0.714 -3.626 -4.226
H -0.438 -2.278 -3.976
H 1.750 -1.648 -3.039
H 1.785 -3.137 -2.057

For the energy, the calculation gives -26619.544 eV. The spin multiplicity is 1. The calculation puts the energy above the lowest of the compared OMol25 structures with the same formula, charge and spin at 0.0 kcal/mol. The value obtained for the HOMO-LUMO gap is 0.342 Eh. The HOMO energy comes out at -8.6 eV.

Löwdin population analysis, charges in e, atoms 1 to 8:
1 O 0.1083
2 C -0.5435
3 O 0.1079
4 C -0.0198
5 C -0.1943
6 C -0.4314
7 O 0.1250
8 O 0.0286

***

[2]
Here is C29H30Cl2CrN3O7Se2 as an isolated structure from the OMol25 dataset. Energies are from ωB97M-V/def2-TZVPD.

CARTESIAN COORDINATES (ANGSTROEM)
Cr 1.442 -0.742 0.207
C -0.991 -3.888 2.025
C 0.030 -2.953 1.803
N 0.196 -2.359 0.638
C -0.638 -2.690 -0.378
C -1.678 -3.599 -0.252
C -1.850 -4.200 1.008
C -2.512 -3.865 -1.397
C -2.278 -3.261 -2.580
C -1.181 -2.341 -2.733
C -0.864 -1.676 -3.932
C 0.202 -0.821 -3.969
C 0.966 -0.614 -2.811
N 0.685 -1.234 -1.682
C -0.376 -2.072 -1.638
H -1.093 -4.329 3.006
H 0.716 -2.665 2.587
H -2.660 -4.903 1.161
H -3.332 -4.563 -1.286
H -2.913 -3.457 -3.435
H -1.480 -1.835 -4.809
H 0.457 -0.278 -4.868
H 1.805 0.068 -2.781
O 0.757 0.267 6.702
C 1.071 1.379 5.865
C 0.558 1.106 4.456
C 0.987 2.309 3.616
O 0.285 2.323 2.403
C -0.977 1.055 4.511
Se -1.850 0.382 2.916
C 1.140 -0.253 4.002
Se 2.248 -0.371 2.402
H 1.043 0.464 7.598
H 2.155 1.540 5.828
H 0.603 2.292 6.245
H 2.071 2.287 3.459
H 0.747 3.222 4.177
H 0.901 2.488 1.659
H -1.367 2.043 4.756
H -1.274 0.360 5.300
H 0.355 -1.001 3.907
H 1.852 -0.608 4.741
Cl -2.468 1.329 -2.418
C -2.338 1.071 -0.651
Cl -3.114 -0.472 -0.220
C -0.859 1.208 -0.241
O -0.355 2.280 -0.511
O -0.361 0.170 0.294
H -2.902 1.863 -0.175
O 3.790 -2.236 -0.016
N 2.834 -1.615 0.067
C 6.462 3.719 -4.436
C 5.492 3.294 -3.362
C 5.951 2.739 -2.169
C 5.074 2.314 -1.183
C 5.589 1.711 0.101
C 3.699 2.445 -1.403
C 3.210 2.992 -2.583
C 1.727 3.139 -2.833
C 4.124 3.417 -3.546
C 2.753 1.937 -0.350
O 2.550 2.569 0.659
O 2.210 0.794 -0.680
H 7.423 4.007 -4.010
H 6.075 4.564 -5.007
H 6.645 2.904 -5.140
H 7.020 2.641 -2.003
H 6.679 1.700 0.115
H 5.242 0.681 0.221
H 5.233 2.268 0.968
H 1.118 2.821 -1.984
H 1.423 2.548 -3.703
H 1.480 4.178 -3.054
H 3.748 3.859 -4.465

For the energy, the calculation gives -233521.482 eV. The spin multiplicity is 2. Its expectation value of S² is 0.753. The calculation puts the energy above the lowest of the compared OMol25 structures with the same formula, charge and spin at 0.0 kcal/mol. The value obtained for the HOMO-LUMO gap (alpha / beta) is 0.242 / 0.231 Eh. The HOMO energy (alpha / beta) comes out at -8.1 / -7.7 eV.

Löwdin population analysis, charges in e, atoms 1 to 8:
1 Cr 0.4949
2 C -0.0119
3 C -0.0902
4 N 0.0439
5 C -0.1615
6 C -0.1530
7 C 0.0171
8 C -0.0159